{
  "formula": "C5H13NO",
  "method": "ωB97M-V/def2-TZVPD",
  "symbols": ["C", "C", "C", "C", "N", "C", "H", "H", "H", "H", "H", "H", "H", "H", "H", "H", "H", "O", "H", "H"],
  "xyz": [[-2.411, 0.821, -1.780], [-0.983, 0.462, -1.539], [-0.488, -0.438, -0.695], [0.970, -0.739, -0.572], [1.578, -0.577, 0.745], [0.988, -1.441, 1.774], [-3.019, 0.140, -1.171], [-2.690, 1.853, -1.549], [-2.707, 0.705, -2.823], [-0.239, 1.095, -2.025], [-1.092, -0.755, 0.154], [1.154, -1.704, -1.053], [1.561, -0.043, -1.179], [2.567, -0.811, 0.763], [-0.020, -1.059, 1.977], [0.932, -2.508, 1.515], [1.444, -1.408, 2.766], [0.888, 2.298, 1.917], [0.387, 1.501, 1.714], [1.179, 2.608, 1.062]],
  "smiles": "C/C=C/CNC.O",
  "de_lowest_kcal_mol": 45.3,
  "spin_multiplicity": 1,
  "orbital_gap_ev": 9.983
}